Record 1
DFT (wB97M-V/def2-TZVPD) results for a structure of composition C2H3NO2S2.

Structure (XYZ):
```
10
Properties=species:S:1:pos:R:3:nbo_charge:R:1
C 0.196 2.135 -0.352 0.151
C -1.539 -1.174 -0.296 -0.492
N 1.237 1.607 -0.340 -0.399
O 2.040 -1.056 -0.632 -0.867
O 2.348 -0.291 1.703 -0.854
S -1.692 -0.370 1.028 0.109
S 1.471 -0.486 0.582 1.684
H -0.854 2.504 -0.142 0.270
H -1.087 -0.783 -1.177 0.197
H -2.119 -2.086 -0.372 0.201
```

Results
- Gap between HOMO and LUMO: 8.53 eV
- HOMO: -9.37 eV
- 2S+1: 1
- Energy relative to the best compared isomer or geometry (same formula, charge and spin): 2.859 eV

---

Record 2
DFT (wB97M-V/def2-TZVPD) results for a cluster of 3 separate species, C18H52N8O3P2 in total.

Structure (XYZ):
```
83
Properties=species:S:1:pos:R:3:lowdin_charge:R:1
C -5.229 -0.905 -0.439 -0.137
N -3.891 -1.472 -0.328 -0.310
C -3.653 -2.330 -1.496 -0.145
P -3.051 -1.955 1.105 0.776
O -1.684 -1.617 0.463 -0.323
N -2.961 -0.570 2.148 -0.337
C -3.820 0.599 2.026 -0.143
C -1.617 -0.102 2.519 -0.137
N -4.624 -2.343 1.844 -0.272
C -4.629 -2.392 3.326 -0.132
C -5.073 -3.694 1.434 -0.142
H -6.020 -1.638 -0.251 0.071
H -5.400 -0.507 -1.447 0.084
H -5.398 -0.055 0.213 0.049
H -4.278 -3.227 -1.472 0.061
H -2.609 -2.658 -1.555 0.063
H -3.859 -1.796 -2.430 0.080
H -3.651 1.134 1.086 0.063
H -3.650 1.308 2.848 0.089
H -4.874 0.334 2.122 0.065
H -1.159 0.487 1.716 0.064
H -0.960 -0.949 2.756 0.073
H -1.646 0.519 3.422 0.083
H -3.836 -3.048 3.702 0.087
H -5.592 -2.756 3.704 0.083
H -4.508 -1.408 3.783 0.071
H -4.337 -4.457 1.713 0.084
H -5.234 -3.763 0.359 0.057
H -6.035 -3.948 1.894 0.087
C 0.402 2.857 -1.067 -0.132
N -0.372 3.324 0.077 -0.302
C -1.719 2.746 -0.010 -0.155
P -0.296 4.865 0.860 0.774
O -0.696 4.236 2.217 -0.317
N 1.340 5.098 1.393 -0.348
C 2.480 4.359 0.870 -0.148
C 1.549 5.285 2.836 -0.152
N 0.164 5.587 -0.700 -0.273
C 0.851 6.898 -0.610 -0.134
C -1.037 5.862 -1.523 -0.141
H 0.098 3.325 -2.008 0.071
H 0.285 1.774 -1.199 0.087
H 1.472 2.995 -0.954 0.047
H -2.285 3.164 -0.848 0.065
H -2.300 2.929 0.902 0.061
H -1.678 1.659 -0.134 0.070
H 2.418 3.292 1.106 0.087
H 3.425 4.738 1.283 0.081
H 2.589 4.499 -0.207 0.064
H 1.523 4.330 3.375 0.079
H 0.787 5.951 3.260 0.071
H 2.515 5.763 3.041 0.075
H 0.279 7.602 0.005 0.087
H 0.992 7.338 -1.604 0.082
H 1.859 6.822 -0.197 0.070
H -1.730 6.530 -0.998 0.084
H -1.577 4.951 -1.774 0.057
H -0.764 6.319 -2.481 0.087
C 6.738 -5.428 -1.657 -0.137
O 6.115 -4.367 -2.461 -0.248
C 6.652 -3.034 -2.149 -0.198
C 5.455 -1.871 -2.037 -0.205
N 4.057 -2.469 -1.986 -0.123
C 3.775 -3.113 -0.637 -0.237
C 2.590 -4.239 -0.858 -0.187
C 1.242 -3.659 -1.594 -0.279
N 0.679 -4.824 -2.430 -0.066
H 7.145 -6.279 -2.389 0.103
H 7.658 -5.095 -1.016 0.091
H 5.966 -5.984 -0.943 0.098
H 7.323 -2.696 -3.050 0.123
H 7.249 -2.958 -1.146 0.116
H 5.505 -1.227 -3.035 0.119
H 5.677 -1.131 -1.128 0.118
H 3.320 -1.711 -2.113 0.106
H 3.510 -2.333 0.214 0.122
H 4.729 -3.710 -0.238 0.118
H 2.959 -5.221 -1.398 0.115
H 2.258 -4.573 0.239 0.110
H 1.436 -2.782 -2.353 0.108
H 0.465 -3.271 -0.785 0.105
H -0.106 -4.376 -2.966 0.058
H 0.308 -5.539 -1.761 0.063
```

Results
- Gap between HOMO and LUMO: 6.96 eV
- HOMO: -8.03 eV
- 2S+1: 1
- SMILES: CN(C)P(=O)(N(C)C)N(C)C.CN(C)P(=O)(N(C)C)N(C)C.COCCNCCCN

---

Record 3
DFT (wB97M-V/def2-TZVPD) results for a structure of composition C2H6DyFO2.

Structure (XYZ):
```
12
Properties=species:S:1:pos:R:3:lowdin_spin:R:1
F -0.305 -0.490 1.250 -0.020
Dy -0.913 0.959 3.138 4.949
O 0.276 2.702 2.713 0.072
H 0.211 3.308 1.974 0.000
C -0.520 -1.116 -1.895 0.000
O -0.100 -0.027 -1.062 0.000
C 0.679 -0.287 -0.042 0.000
H -0.858 -1.956 -1.273 0.000
H -1.343 -0.740 -2.508 0.000
H 0.315 -1.441 -2.528 0.000
H 1.097 -1.293 -0.106 0.000
H 1.461 0.381 0.337 0.000
```

Results
- Gap between HOMO and LUMO (alpha / beta): 7.80 / 6.44 eV
- HOMO (alpha / beta): -18.88 / -18.87 eV
- Charge: +2
- 2S+1: 6
- Energy relative to the best compared isomer or geometry (same formula, charge and spin): 0.000 eV